[1]
{"formula": "C12H11BN5O12", "method": "wB97M-V/def2-TZVPD", "species": ["H", "N", "H", "C", "O", "O", "H", "N", "C", "O", "C", "O", "N", "H", "C", "O", "H", "C", "N", "C", "C", "O", "C", "H", "C", "O", "O", "H", "O", "H", "O", "O", "O", "C", "B", "H", "N", "C", "C", "H", "H"], "xyz": [[11.268024, 0.404795, 2.724606], [4.465096, -1.953563, 2.918159], [8.161236, 3.498661, 6.635070], [5.154603, 1.482918, 1.438662], [9.231051, 4.226590, 4.009546], [7.318344, 4.423047, 1.713494], [4.651995, 2.461226, 1.482761], [5.122296, -2.629228, 0.821698], [8.254453, 3.371775, 4.509352], [8.776685, 1.955838, 1.447609], [8.186514, 5.822727, -0.044032], [10.570578, 2.899543, 2.499384], [5.779735, 1.622369, -1.029924], [6.605997, 3.462492, 5.827428], [5.222380, 0.972588, 0.044228], [6.000702, 0.575553, -2.020618], [9.112455, 5.763441, -0.627595], [4.510444, -0.864186, 2.078659], [4.360811, 1.042958, 3.727849], [10.778486, 0.635110, 1.767614], [4.557626, 0.509839, 2.432529], [4.868299, -3.002568, 2.161213], [9.911996, 1.848677, 1.871928], [6.163711, 1.565188, 1.798286], [8.262985, 4.992011, 1.203291], [9.555439, 4.955614, 1.734167], [7.967961, 2.316845, 3.982308], [11.549208, 0.795820, 0.998314], [4.553884, 2.284690, 3.849685], [7.595905, 4.976738, 5.797843], [5.486378, -3.476431, 0.029433], [3.988528, 0.334667, 4.684241], [6.064486, 2.769394, -1.305444], [4.842993, -1.283084, 0.759613], [9.799668, 4.037947, 2.755647], [10.161250, -0.212760, 1.450858], [5.621782, -0.642997, -1.570195], [7.615669, 3.883435, 5.764342], [5.157814, -0.378475, -0.284782], [7.334107, 5.467024, -0.636679], [8.007970, 6.875820, 0.223291]], "atomic_forces_ev_per_a": [[-0.1, 0.2, -0.3], [0.0, 2.6, -1.2], [0.1, 0.1, -0.2], [-0.8, 0.5, 0.2], [-0.1, 0.1, -0.3], [1.8, 1.1, -0.6], [0.3, -0.3, 0.1], [-1.0, 2.4, 0.9], [-0.4, -1.7, -0.6], [2.2, -0.1, 0.4], [-0.1, 0.1, -0.3], [-0.4, -0.2, -0.1], [-1.3, -2.4, 1.6], [0.2, 0.2, -0.2], [1.4, 1.1, -1.3], [-0.1, 1.0, -0.4], [-0.2, 0.0, 0.2], [0.5, -0.9, 2.6], [0.0, -0.3, -1.3], [0.1, -0.5, -0.1], [-1.1, 0.3, 0.6], [0.1, -1.4, -1.4], [-1.3, 0.5, -0.6], [0.9, 0.9, -0.1], [-1.3, -0.6, 0.9], [-0.3, -0.4, 0.0], [0.8, 1.8, 1.0], [-0.2, 0.1, 0.3], [0.0, -0.6, 0.2], [0.0, -0.3, 0.0], [0.1, 0.0, -0.1], [0.2, 0.1, -0.7], [0.1, 0.0, -0.1], [0.5, -2.9, 0.4], [-1.2, -0.6, 0.0], [0.1, 0.3, 0.1], [-1.1, 1.1, 3.6], [-0.2, 0.0, 0.2], [1.4, -1.0, -3.5], [0.3, 0.1, 0.2], [0.1, -0.3, 0.0]], "mulliken_charge": [0.32, -0.54, 0.29, 0.54, -0.47, -0.48, 0.44, 0.79, 0.82, -0.51, -1.10, -0.48, 0.72, 0.32, -0.07, -0.20, 0.33, 0.61, 1.00, -1.22, -1.02, -0.21, 0.86, -0.08, 0.81, -0.50, -0.48, 0.28, -0.73, 0.32, -0.75, -0.72, -0.76, 0.15, 1.02, 0.33, -0.58, -1.12, 0.46, 0.30, 0.29], "total_charge": -1, "homo_lumo_gap_ha": 0.2219}

---

[2]
{"formula": "C12H11BrCl2O2Tl", "method": "wB97M-V/def2-TZVPD", "species": ["H", "C", "C", "H", "H", "C", "H", "Cl", "O", "H", "Tl", "H", "C", "C", "Cl", "H", "C", "Br", "H", "C", "C", "O", "H", "C", "H", "C", "C", "C", "H"], "xyz": [[-3.101517, 0.381257, 0.068020], [-2.333131, -1.692472, -0.318955], [1.701223, 1.888426, -1.124872], [3.432705, -0.927281, -0.522615], [-2.217120, 0.919270, -2.421901], [1.564975, 1.176959, -2.358073], [-1.118973, -3.212738, -1.438447], [-1.615843, -0.367569, 4.299242], [-1.177486, 2.804617, 2.855972], [1.298408, 2.869016, -0.882188], [0.155016, -1.683641, 1.518829], [-2.692825, -2.256980, 0.539217], [-2.094809, -0.025130, -1.896270], [-0.754953, 1.665986, 2.626866], [1.225567, 0.424420, 4.149148], [-0.624942, 1.714140, 4.864734], [-0.460191, 0.983600, 4.060488], [1.956069, -3.707145, 1.057435], [2.708194, 1.333030, 0.791760], [-1.434016, -1.189148, -2.386106], [2.330690, -0.027269, -2.260337], [-0.493102, 1.007185, 1.592795], [1.036412, 1.522536, -3.243503], [2.850150, -0.105817, -0.931544], [-0.951310, -1.289344, -3.357435], [-1.544070, -2.210565, -1.395420], [-2.603230, -0.318145, -0.596447], [2.460502, 1.079691, -0.234437], [2.497611, -0.756902, -3.055953]], "atomic_forces_ev_per_a": [[0.1, -0.2, -0.2], [1.6, -1.7, -1.3], [-0.2, -0.6, -0.6], [-0.2, 0.2, -0.1], [0.2, -0.2, 0.2], [1.1, -1.2, -0.4], [-0.2, 0.3, -0.1], [0.1, -0.1, 0.2], [-0.2, 0.1, -1.0], [0.0, -0.3, -0.1], [-0.4, 0.5, 0.1], [0.2, 0.2, -0.2], [-1.3, 0.3, 2.3], [0.5, -0.1, 1.0], [0.1, -0.2, 0.2], [0.1, -0.4, -0.4], [-0.3, 0.3, -0.7], [0.5, -0.5, -0.2], [-0.1, -0.1, -0.2], [-0.1, -0.8, 0.8], [-1.8, 2.0, -1.2], [-0.3, 0.7, 0.7], [0.2, -0.1, 0.3], [-0.1, 2.1, 2.5], [-0.1, 0.0, 0.3], [-0.7, 0.1, 0.8], [0.4, 1.9, -2.7], [1.3, -2.3, -0.5], [-0.2, 0.3, 0.3]], "mulliken_charge": [0.33, -0.71, -0.37, 0.44, 0.41, -0.48, 0.42, -0.20, -0.70, 0.40, 0.66, 0.57, -0.50, 0.41, -0.18, 0.34, -0.14, -0.68, 0.40, -0.32, -0.39, -0.52, 0.43, -0.47, 0.45, -0.47, -0.20, -0.36, 0.41], "total_charge": -1, "homo_lumo_gap_ha": [0.1988, 0.2070], "e_above_lowest_kcal_mol": 7.2}

---

[3]
{"formula": "C12H11Cl3CuF6NO4S2SbSi", "method": "wB97M-V/def2-TZVPD", "species": ["H", "C", "H", "O", "C", "C", "F", "C", "Cl", "S", "C", "H", "O", "C", "C", "Sb", "C", "S", "H", "Cu", "Cl", "C", "F", "C", "H", "C", "O", "H", "H", "O", "C", "H", "F", "H", "F", "F", "H", "F", "H", "Si", "N", "Cl"], "xyz": [[-5.031547, 1.874862, 1.500518], [-2.239355, 0.885735, -0.109500], [-3.806069, -0.186377, 0.887563], [0.681183, -3.011106, -0.004549], [0.725936, -0.237022, 3.861991], [-4.098744, 1.944158, 0.954152], [4.312724, -0.777605, -0.594740], [-0.390701, -0.338181, 1.363101], [0.404270, -0.908300, -5.008820], [2.132290, -2.555881, -0.266409], [-2.424607, 3.273098, -0.150894], [1.317028, 1.763094, 3.331141], [1.997418, -2.977490, -2.109773], [-0.572592, -1.405957, 2.219809], [-3.594756, 3.181888, 0.595914], [3.105463, -1.187495, -2.051178], [-1.745302, 2.123902, -0.510723], [-1.176962, -0.631391, -0.386168], [0.856077, 0.447893, -0.799255], [1.026840, -1.104658, -0.967296], [-1.889148, 0.514395, -3.422601], [0.213488, 0.833460, 1.765030], [3.359096, -1.402648, -3.990788], [-3.414494, 0.785531, 0.608678], [-1.100393, -2.283859, 1.873040], [0.015394, -1.363384, 3.474735], [2.192773, -1.379849, 0.796106], [-0.869224, 2.068120, -1.142478], [-0.050519, -2.222241, 4.130014], [3.099661, -3.549685, 0.110919], [0.797938, 0.865936, 3.020488], [-4.120067, 4.083570, 0.887421], [0.922647, 1.075609, -3.226489], [-2.041922, 4.240581, -0.449542], [2.056144, 0.841431, -0.414407], [4.082048, 0.350579, -2.727413], [1.226315, -0.215131, 4.822282], [4.646630, -2.365255, -2.230284], [0.253026, 1.705533, 1.130022], [0.275566, -0.398664, -3.009041], [-0.094981, 0.141685, -1.343240], [-1.038569, -2.498880, -2.417333]], "atomic_forces_ev_per_a": [[0.0, 0.0, 0.0], [0.0, -0.2, 0.1], [0.0, 0.0, 0.1], [1.5, 0.6, -0.9], [0.0, 0.0, 0.0], [-0.1, -0.1, 0.0], [-0.8, 0.2, 0.6], [-1.2, -0.6, -0.9], [0.7, -0.8, 0.3], [-2.2, -7.6, 9.3], [0.0, 0.0, 0.0], [0.0, 0.0, 0.0], [0.8, 2.1, 1.7], [0.2, -0.2, -0.2], [0.0, 0.1, 0.0], [9.3, 1.8, -5.6], [-0.2, -0.8, -0.2], [-2.0, 3.2, 2.9], [0.8, 3.9, 0.7], [1.8, -3.9, 0.1], [0.1, -0.2, -0.2], [0.1, 0.2, -0.2], [-1.7, -0.4, -0.1], [0.0, -0.2, -0.1], [0.1, -0.1, 0.0], [0.0, 0.1, 0.1], [0.5, -1.9, -2.8], [0.1, 0.6, 0.0], [0.0, 0.0, 0.0], [0.6, 0.3, -0.8], [-0.1, 0.0, 0.0], [0.0, 0.0, 0.0], [1.0, -0.5, 0.0], [0.0, 0.0, 0.0], [-0.8, 0.2, -0.7], [-0.8, 0.7, 0.6], [0.0, 0.0, 0.0], [-0.5, -0.5, 0.0], [0.2, -0.1, -0.1], [-5.0, 1.8, -2.9], [-2.8, 1.7, 0.2], [0.6, 0.5, -1.2]], "mulliken_charge": [0.37, 0.90, 0.41, -0.68, -0.48, -0.54, -0.51, 0.73, -0.31, 0.76, -0.81, 0.36, -0.44, -0.28, -0.44, 1.26, -0.48, -0.14, 1.21, 1.34, -0.48, -0.13, -0.54, -0.44, 0.29, -0.56, -0.56, 0.49, 0.36, -0.78, -0.80, 0.35, -0.31, 0.40, -0.82, -0.54, 0.35, -0.53, 0.42, 0.46, -0.50, -0.35], "total_charge": -2, "s_squared": 0.77, "homo_lumo_gap_ha": [0.2716, 0.2430], "e_above_lowest_kcal_mol": 304.8, "spin_multiplicity": 2}

---

[4]
{"formula": "C12H11ClN2O2S2", "method": "wB97M-V/def2-TZVPD", "species": ["H", "S", "C", "O", "H", "C", "C", "C", "H", "C", "H", "C", "C", "O", "C", "H", "C", "H", "H", "H", "N", "N", "H", "Cl", "H", "C", "C", "S", "C", "H"], "xyz": [[-5.050218, -0.802127, -1.418649], [1.867179, -1.624868, -0.282919], [-5.199478, -0.735418, 0.737181], [-4.866867, -2.089794, 0.901415], [4.760905, -2.437273, -0.129556], [3.205338, 0.593623, 0.045803], [-4.708626, -0.162008, -0.602345], [5.732939, -0.541419, 0.137483], [-4.795845, -0.126119, 1.557464], [4.324706, 1.414177, 0.218125], [-0.708508, 1.762184, -0.130252], [5.573232, 0.841231, 0.262170], [0.993202, -0.115939, -0.204323], [-0.948957, -1.378819, -0.477910], [-0.456158, -0.267308, -0.338121], [6.724614, -0.965297, 0.175601], [1.828574, 0.955574, -0.029951], [-2.735621, -0.954767, -0.752650], [-6.289545, -0.690040, 0.769855], [6.444349, 1.464215, 0.394696], [-1.190426, 0.881775, -0.290134], [-3.270763, -0.093250, -0.646412], [4.196518, 2.481396, 0.314047], [1.345762, 2.602757, 0.095406], [-5.104673, 0.847490, -0.730432], [-2.573914, 1.000611, -0.341342], [4.644691, -1.369711, -0.032951], [-3.214552, 2.491091, -0.046318], [3.379168, -0.798831, -0.078605], [-3.907015, -2.183139, 0.923622]], "atomic_forces_ev_per_a": [[0.0, 0.0, 0.0], [0.1, 0.3, 0.0], [0.0, 0.5, -0.3], [0.3, -0.5, 0.0], [0.1, -0.1, 0.0], [0.4, -0.3, 0.0], [-0.6, 0.0, 0.4], [-0.1, -0.2, 0.0], [-0.1, 0.0, -0.1], [0.0, 0.0, 0.0], [-0.3, -0.2, 0.0], [0.0, 0.2, 0.0], [0.8, 0.0, 0.1], [0.1, -0.1, 0.0], [-0.4, 0.2, 0.0], [0.1, -0.1, 0.0], [-0.5, -0.5, -0.1], [-0.1, 0.3, 0.0], [0.1, 0.1, 0.0], [0.1, 0.1, 0.0], [0.3, -0.1, 0.0], [0.6, -0.4, 0.0], [0.0, 0.1, 0.0], [0.1, 0.1, 0.0], [0.0, -0.1, -0.1], [-0.3, 0.1, -0.1], [0.2, 0.0, 0.0], [-0.2, 0.5, 0.1], [-0.5, 0.3, 0.0], [-0.1, 0.0, 0.1]], "mulliken_charge": [0.28, -0.25, -0.34, -0.52, 0.40, 0.45, -0.80, -0.48, 0.23, -0.56, 0.06, -0.62, 0.72, -0.86, 0.75, 0.38, -0.26, 0.28, 0.36, 0.38, 0.04, -0.10, 0.35, -0.33, 0.41, 0.34, -0.57, -0.44, 0.35, 0.31], "smiles": "O=C(NC(=S)NCCO)c1sc2ccccc2c1Cl", "homo_lumo_gap_ha": 0.2885, "e_above_lowest_kcal_mol": 0.0}

---

[5]
{"formula": "C12H11ClOP", "method": "wB97M-V/def2-TZVPD", "species": ["H", "H", "C", "H", "C", "C", "H", "C", "C", "C", "C", "Cl", "C", "H", "C", "C", "H", "H", "H", "C", "C", "O", "H", "H", "H", "P"], "xyz": [[-2.298835, -1.520145, -1.159204], [-3.350116, 0.148926, -0.439279], [-1.426725, -1.878030, -0.591230], [0.228032, 2.364366, 2.482443], [0.652626, -3.093428, 0.895423], [0.110577, -3.727409, -0.206420], [1.809336, 3.992195, 1.490906], [1.413582, 3.468950, -0.502398], [-0.913827, -3.117171, -0.942621], [1.304277, 3.358442, 0.932801], [-0.874788, -1.260304, 0.595041], [0.254510, 2.555927, 4.217085], [0.065436, 1.465685, -0.843590], [1.286056, 2.684968, -2.330288], [0.189020, -1.816799, 1.283301], [0.373825, 2.415089, 1.337612], [1.466251, -3.503228, 1.521131], [0.449181, -1.184138, 2.104564], [-1.408032, -3.575905, -1.882617], [-0.319363, 1.507001, 0.523912], [0.895851, 2.507442, -1.322662], [-2.673557, 0.772727, -0.087745], [0.342897, -4.631159, -0.518243], [2.019334, 4.217229, -1.050965], [-0.391687, 0.666455, -1.324027], [-1.636289, 0.326350, 1.079712]], "atomic_forces_ev_per_a": [[0.7, 0.1, 0.4], [0.5, 0.4, 0.6], [0.1, -0.6, 1.4], [-0.1, 0.0, -1.0], [0.9, 1.1, 1.2], [-1.8, 4.1, 0.9], [2.1, 2.7, 3.0], [0.9, 0.3, 1.8], [-1.2, 0.3, -1.8], [-3.0, -2.8, -5.5], [-2.1, 0.0, -2.0], [-0.1, 0.0, 0.5], [0.1, 1.8, 1.8], [-0.9, -1.0, -0.1], [-1.1, -0.5, -0.6], [0.1, 0.0, 1.4], [-0.6, -0.1, -0.7], [1.1, -0.5, 0.8], [1.2, 0.4, 1.8], [1.3, 1.1, 0.4], [-0.4, -0.9, -0.6], [-0.4, -1.0, 0.7], [1.6, -4.2, -1.0], [-0.3, -0.2, 1.1], [-0.3, -1.0, -1.9], [1.6, 0.5, -2.7]], "mulliken_charge": [0.20, 0.38, -0.26, -0.25, -0.60, -0.58, 0.62, -0.28, -0.52, -0.70, 0.80, -0.10, -0.32, 0.31, -0.41, 0.39, 0.37, 0.48, 0.28, 0.42, -0.64, -0.47, 0.57, 0.33, 0.49, 0.47], "total_charge": 1, "homo_lumo_gap_ha": [0.2017, 0.2466], "e_above_lowest_kcal_mol": 110.5}

---

[6]
{"formula": "C12H11F2IrN", "method": "wB97M-V/def2-TZVPD", "species": ["C", "C", "H", "C", "C", "N", "C", "H", "C", "C", "C", "H", "C", "C", "C", "H", "H", "Ir", "F", "H", "H", "H", "F", "C", "H", "H", "H"], "xyz": [[0.711337, -3.086502, 3.122492], [1.267618, 0.599713, 2.148315], [-0.314821, -0.497012, -3.265900], [0.571884, -1.347883, 0.903621], [0.147569, -2.674384, 0.764573], [1.036646, 1.182503, 0.926362], [1.474944, 3.353668, 1.818530], [1.765015, 0.908757, 4.219284], [1.629745, 1.392944, 3.257275], [1.070687, -1.753398, 3.216938], [0.242844, -3.512589, 1.875316], [-0.246250, -2.995468, -0.194460], [1.764212, 2.770007, 3.058725], [1.006961, -0.825920, 2.142060], [0.189631, 0.299612, -2.671734], [2.096089, 3.399888, 3.876569], [0.768472, -3.771769, 3.966383], [0.462185, -0.058004, -0.671609], [-0.140513, -4.823644, 1.728975], [-0.963539, -0.696000, -1.019904], [-0.350891, 1.248829, -2.893880], [1.248191, 0.188705, -2.932935], [1.510445, -1.303278, 4.445631], [1.097830, 2.526617, 0.764042], [0.814293, 2.919270, -0.221374], [1.528963, 4.430737, 1.644188], [-0.233248, -1.437599, -1.246785]], "atomic_forces_ev_per_a": [[0.1, 0.5, -0.1], [-0.1, -0.8, 0.4], [0.2, 0.6, 0.5], [0.2, -0.9, -1.4], [0.1, 1.0, -0.2], [-0.8, 1.3, -0.3], [0.2, -0.1, 0.2], [0.1, 0.3, -0.1], [0.0, 0.1, -0.5], [0.7, -0.3, 3.0], [-0.7, -3.1, 0.4], [0.0, -0.6, 0.4], [0.1, 0.1, 0.0], [0.1, 1.6, 0.0], [-0.9, -0.6, -2.2], [-0.1, -0.1, 0.0], [0.0, 0.2, -0.1], [2.0, -0.2, 1.3], [0.9, 2.9, 0.3], [-2.0, -1.1, -0.2], [0.7, -0.3, 0.4], [0.4, 0.6, -0.1], [-0.8, -0.8, -2.4], [0.0, -0.8, 0.2], [0.2, -0.1, 0.5], [0.0, -0.4, 0.2], [-0.6, 0.9, -0.2]], "mulliken_charge": [-0.75, 0.68, 0.39, 0.02, -0.40, -0.41, -0.68, 0.52, -0.59, 0.61, 0.20, 0.58, -0.38, 0.04, -1.07, 0.48, 0.51, 0.74, -0.20, 0.17, 0.38, 0.41, -0.23, 0.21, 0.37, 0.42, -0.03], "total_charge": 2, "s_squared": 8.79, "homo_lumo_gap_ha": [0.2080, 0.2228], "spin_multiplicity": 6}

---

no.,electronic energy (eV)
1,-45313.4969
2,-116497.6343
3,-156897.5136
4,-53891.8051
5,-36469.8798
6,-22360.1195